Molecular formula: C39H38BF4O23
Method: DFT, ωB97M-V/def2-TZVPD

The value obtained for the max |F| is 12.861 eV Å⁻¹. The HOMO energy comes out at -0.252 hartree. For the energy above the lowest of the compared OMol25 structures with the same formula, charge and spin, the calculation gives 199.3 kJ/mol. Its net charge is -1. Its spin multiplicity is 1.

Geometry (Å):
B -0.03 0.53 0.26
F 0.26 1.34 1.43
F -0.89 -0.47 0.66
F -0.58 1.25 -0.69
F 1.22 -0.14 -0.01
C 5.92 3.74 0.68
C 5.95 2.75 -0.46
C 4.82 1.83 -0.73
O 4.92 1.08 -1.62
C 3.74 1.93 0.24
C 3.68 2.93 1.38
C 4.69 3.90 1.58
O 4.48 4.92 2.33
O 2.54 2.99 2.22
O 7.05 2.70 -1.11
H 6.79 4.27 0.65
H 3.05 1.15 0.28
H 1.93 2.39 2.09
H 7.09 1.85 -1.52
C 1.45 -3.35 -4.23
C 1.33 -2.73 -2.82
C 1.15 -3.62 -1.71
O 0.81 -3.27 -0.67
C 1.18 -5.08 -2.07
C 1.27 -5.64 -3.45
C 1.24 -4.73 -4.57
O 1.00 -5.20 -5.70
O 1.41 -6.96 -3.59
O 1.52 -1.45 -2.47
H 1.74 -2.74 -4.99
H 1.70 -5.56 -1.14
H 1.31 -6.84 -4.61
H 1.30 -1.39 -1.48
C -6.44 0.58 -0.22
C -6.03 1.13 1.16
C -4.55 1.44 1.51
O -4.26 1.74 2.61
C -3.60 1.31 0.43
C -3.94 0.61 -0.84
C -5.35 0.21 -1.05
O -5.56 -0.23 -2.19
O -2.90 0.19 -1.71
O -6.84 1.37 2.15
H -7.37 0.30 -0.40
H -2.55 1.56 0.67
H -2.17 0.31 -1.24
H -6.51 2.08 2.63
C 2.99 5.85 -2.13
C 3.61 4.83 -3.05
C 3.03 3.48 -3.24
O 3.39 2.72 -4.20
C 1.89 3.14 -2.42
C 1.31 4.11 -1.33
C 1.93 5.49 -1.16
O 1.60 6.37 -0.42
O 0.40 3.71 -0.38
O 4.62 5.14 -3.96
H 3.23 6.76 -2.12
H 1.68 2.16 -2.35
H 0.14 2.82 -0.45
H 4.93 4.33 -4.39
C -4.65 -4.93 2.15
C -3.98 -5.62 0.96
C -2.88 -5.08 0.29
O -2.26 -5.61 -0.55
C -2.44 -3.69 0.70
C -3.33 -2.95 1.70
C -4.41 -3.67 2.53
O -4.93 -3.07 3.44
O -3.12 -1.58 1.98
O -4.29 -6.90 0.64
H -5.55 -5.42 2.67
H -1.73 -3.09 0.06
H -2.36 -1.22 1.62
H -3.60 -7.10 0.04
C 0.61 0.73 -5.05
C -0.86 1.05 -4.76
O -1.66 0.21 -5.07
C -1.27 2.46 -4.30
H 1.20 0.60 -4.16
H 1.29 1.29 -5.72
H 0.57 -0.24 -5.43
H -0.91 3.52 -4.94
H -0.78 2.48 -3.29
H -2.41 2.47 -4.00
C -1.14 -0.14 4.27
C -1.83 0.06 5.67
O -1.24 0.08 6.61
C -3.28 0.28 5.51
H -0.06 0.04 4.55
H -1.67 0.61 3.47
H -1.30 -1.13 3.91
H -3.59 -0.30 4.72
H -3.70 1.21 5.51
H -3.72 0.08 6.51
C 2.17 -1.75 5.21
C 2.83 -1.39 4.00
O 3.94 -1.79 3.75
C 2.15 -0.36 3.10
H 2.86 -2.52 5.68
H 1.18 -2.28 5.43
H 2.29 -1.00 6.08
H 1.09 -0.59 2.85
H 2.92 -0.22 2.13
H 2.12 0.59 3.55

Atomic partial charges in e from the Löwdin method, atoms 1 to 8: -1.3106, 0.0882, 0.1555, 0.2205, 0.0840, 0.1294, -0.2280, -0.4151

Molecular formula: C39H38BeFGe2N11O4
Method: DFT, ωB97M-V/def2-TZVPD

The value obtained for the max |F| is 0.377 eV Å⁻¹. The HOMO energy (spin up / spin down) comes out at -0.331 / -0.415 hartree. The expectation value of S² is 0.76. For the energy above the lowest of the compared OMol25 structures with the same formula, charge and spin, the calculation gives 0.0 kJ/mol. Its net charge is +1. Its spin multiplicity is 2.

Geometry (Å):
Be 1.21 1.72 0.15
N 3.45 -0.61 0.13
C 3.78 0.56 -0.43
N 4.98 0.68 -1.00
C 5.28 1.86 -1.51
N 6.45 2.01 -2.13
N 4.49 2.97 -1.43
C 3.33 2.75 -0.89
N 2.86 1.57 -0.43
C 2.37 3.87 -0.73
C 2.62 5.17 -1.09
C 1.62 6.11 -0.84
C 0.43 5.70 -0.27
C 0.26 4.36 0.05
N 1.22 3.47 -0.18
H 4.23 -1.24 0.22
H 2.85 -0.55 0.96
H 7.08 1.22 -2.19
H 6.72 2.90 -2.49
H 3.57 5.44 -1.53
H 1.77 7.15 -1.10
H -0.37 6.40 -0.06
H -0.65 3.99 0.50
N -8.86 0.04 0.19
C -7.74 0.21 -0.04
C -6.34 0.41 -0.32
C -5.78 -0.18 -1.45
C -4.43 -0.01 -1.72
C -3.67 0.76 -0.86
C -4.23 1.37 0.25
C -5.57 1.18 0.54
N -2.27 0.92 -1.12
C -1.67 0.99 -2.35
C -0.34 1.11 -2.12
N -0.12 1.12 -0.76
C -1.31 1.00 -0.19
H -6.39 -0.79 -2.11
H -3.97 -0.52 -2.56
H -3.63 2.00 0.90
H -6.00 1.63 1.42
H -2.23 0.93 -3.27
H 0.47 1.16 -2.83
H -1.48 0.93 0.88
C 1.37 -2.09 -4.24
Ge 1.86 -3.09 -2.62
C 3.80 -2.88 -2.44
C 1.46 -4.99 -2.83
Ge 0.62 -2.16 -0.76
C 1.18 -2.73 1.02
C 0.69 -2.11 2.18
C 1.12 -2.52 3.44
C 2.05 -3.54 3.57
C 2.56 -4.15 2.43
C 2.13 -3.74 1.17
C -1.30 -2.50 -0.95
C -1.84 -2.91 -2.17
C -3.18 -3.24 -2.30
C -4.02 -3.16 -1.20
C -3.52 -2.74 0.02
C -2.17 -2.41 0.14
H 1.79 -2.60 -5.11
H 1.80 -1.09 -4.19
H 0.29 -1.99 -4.39
H 4.26 -3.20 -3.37
H 4.20 -3.51 -1.64
H 4.08 -1.85 -2.25
H 1.91 -5.37 -3.75
H 0.38 -5.17 -2.88
H 1.86 -5.56 -1.99
H -0.01 -1.29 2.10
H 0.72 -2.04 4.33
H 2.38 -3.86 4.55
H 3.28 -4.95 2.52
H 2.53 -4.24 0.30
H -1.19 -3.01 -3.04
H -3.56 -3.58 -3.25
H -5.07 -3.44 -1.29
H -4.16 -2.68 0.89
H -1.80 -2.12 1.12
F -3.04 -0.32 4.08
C -2.33 0.79 3.94
C -1.01 0.81 4.12
N -0.25 1.95 3.99
C 1.20 1.84 3.96
C 1.70 1.21 2.67
O 2.76 0.61 2.65
O 0.92 1.39 1.65
C -0.82 3.13 3.55
O -0.18 4.13 3.26
N -2.20 3.10 3.44
C -3.05 2.00 3.57
O -4.24 2.09 3.36
H -0.47 -0.09 4.40
H 1.55 1.27 4.82
H 1.61 2.85 4.01
H -2.64 3.98 3.20

Atomic partial charges in e from the Löwdin method, atoms 1 to 8: 0.0823, 0.1988, -0.3801, 0.1965, -0.4108, 0.1972, 0.2035, -0.2373

Molecular formula: C39H38ClIN3O11P2S
Method: DFT, ωB97M-V/def2-TZVPD

The value obtained for the max |F| is 4.097 eV Å⁻¹. The HOMO energy comes out at -0.412 hartree. Its net charge is +1. Its spin multiplicity is 1.

Geometry (Å):
C 7.91 0.31 -1.76
C 6.48 0.91 -2.14
S 5.27 -0.47 -2.43
C 3.77 0.40 -3.10
C 2.48 -0.10 -2.39
C 1.51 0.62 -1.61
C 1.74 2.14 -1.47
C 1.05 2.89 -0.27
C 0.00 3.92 -0.88
I 2.54 4.15 0.75
N 0.53 -0.29 -1.17
P -0.88 0.17 -0.21
O -2.02 0.73 -1.27
Cl -1.63 -1.71 0.41
C 0.88 -1.55 -1.63
N 2.02 -1.43 -2.36
P 2.69 -2.88 -3.12
N 2.55 -2.74 -4.70
H 8.36 0.87 -0.91
H 7.77 -0.77 -1.51
H 8.58 0.41 -2.65
H 6.12 1.45 -1.23
H 6.54 1.62 -3.01
H 3.62 0.22 -4.19
H 3.88 1.51 -2.96
H 2.85 2.29 -1.35
H 1.45 2.65 -2.42
H 0.62 2.26 0.53
H -0.51 3.50 -1.78
H 0.53 4.86 -1.22
H -0.70 4.24 -0.07
H -2.77 1.13 -0.78
H 0.34 -2.50 -1.44
H 4.07 -3.01 -2.76
H 1.93 -4.04 -2.73
H 2.11 -1.82 -4.86
C 1.21 8.79 -4.55
C 1.93 7.83 -3.96
C 1.36 6.50 -3.69
O 2.02 5.63 -3.15
C -0.04 6.25 -4.10
C -0.76 7.20 -4.69
C -0.19 8.55 -4.96
O -0.84 9.41 -5.50
H 1.61 9.77 -4.75
H 2.96 7.99 -3.65
H -0.44 5.27 -3.90
H -1.78 7.04 -5.00
C -4.74 -3.19 3.20
C -4.15 -2.05 2.87
C -4.26 -0.84 3.72
O -3.72 0.20 3.41
C -5.06 -0.96 4.96
C -5.65 -2.10 5.30
C -5.53 -3.31 4.45
O -6.07 -4.35 4.76
H -4.66 -4.08 2.59
H -3.56 -1.94 1.96
H -5.13 -0.07 5.58
H -6.23 -2.21 6.21
C -10.08 -7.68 1.90
C -10.42 -6.87 2.90
C -9.40 -6.12 3.66
O -9.71 -5.38 4.57
C -7.98 -6.30 3.27
C -7.64 -7.11 2.26
C -8.66 -7.87 1.50
O -8.35 -8.60 0.59
H -10.81 -8.24 1.33
H -11.45 -6.73 3.20
H -7.24 -5.74 3.83
H -6.61 -7.26 1.96
C 8.92 -4.38 -4.45
C 8.63 -3.56 -3.45
C 9.68 -2.82 -2.72
O 9.41 -2.07 -1.81
C 11.08 -3.03 -3.16
C 11.38 -3.85 -4.16
C 10.33 -4.59 -4.88
O 10.60 -5.34 -5.80
H 8.17 -4.93 -4.99
H 7.61 -3.39 -3.12
H 11.84 -2.48 -2.61
H 12.40 -4.02 -4.49
C -4.94 3.32 8.13
C -4.62 4.59 7.85
C -3.98 4.95 6.56
O -3.68 6.10 6.30
C -3.70 3.85 5.60
C -4.02 2.59 5.88
C -4.67 2.23 7.17
O -4.96 1.08 7.43
H -5.41 3.04 9.06
H -4.81 5.40 8.53
H -3.24 4.13 4.67
H -3.83 1.78 5.19

Atomic partial charges in e from the Löwdin method, atoms 1 to 8: -0.1564, -0.5004, 0.8147, -0.3884, -0.2001, -0.1313, -0.1930, -0.7320